(1)
Here is a molecular structure, C27H28AsOP2RbS4 from the OMol25 dataset. Energies are from wB97M-V/def2-TZVPD.

Geometry (Å):
Rb -1.3314 -1.8399 -2.0304
C 1.6964 0.8679 -0.9541
C 2.2180 0.0179 0.2086
P 1.2829 -1.5793 0.4332
C 2.6090 -2.6527 1.1198
C 2.5048 -3.3439 2.3239
C 3.4991 -4.2260 2.7284
C 4.6163 -4.4349 1.9345
C 4.7266 -3.7631 0.7234
C 3.7303 -2.8901 0.3197
C 0.2685 -1.2442 1.9258
C 0.8014 -0.6901 3.0909
C -0.0039 -0.4185 4.1832
C -1.3657 -0.6924 4.1248
C -1.9091 -1.2469 2.9765
C -1.0944 -1.5264 1.8846
P -0.0799 1.3667 -0.7455
C 0.1168 2.5206 0.6926
C -0.5858 2.2047 1.8542
C -0.4823 2.9906 2.9965
C 0.3314 4.1122 2.9947
C 1.0347 4.4455 1.8430
C 0.9258 3.6572 0.7079
C -0.3161 2.4516 -2.1916
C 0.6215 3.3469 -2.7159
C 0.3458 4.0345 -3.8847
C -0.8504 3.8127 -4.5645
C -1.7684 2.9015 -4.0776
C -1.5026 2.2321 -2.8860
H 1.7272 0.3066 -1.8931
H 2.3325 1.7488 -1.0780
H 2.1818 0.5876 1.1409
H 3.2630 -0.2490 0.0366
H 1.6373 -3.1925 2.9541
H 3.3973 -4.7528 3.6695
H 5.3902 -5.1232 2.2504
H 5.5849 -3.9314 0.0847
H 3.8126 -2.3970 -0.6428
H 1.8614 -0.4662 3.1390
H 0.4281 0.0204 5.0743
H -2.0019 -0.4680 4.9724
H -2.9697 -1.4534 2.9143
H -1.5461 -1.9593 0.9987
H -1.2261 1.3308 1.8572
H -1.0379 2.7191 3.8860
H 0.4150 4.7286 3.8820
H 1.6650 5.3269 1.8298
H 1.4702 3.9417 -0.1823
H 1.5844 3.4905 -2.2396
H 1.0825 4.7205 -4.2887
H -1.0332 4.3221 -5.5035
H -2.6616 2.6359 -4.6310
H -2.2278 1.4888 -2.5623
S -2.9228 -3.2403 -4.7659
As -2.8531 -1.0916 -4.9165
S -3.9110 -0.3630 -3.0642
S -0.7282 -0.5130 -4.7773
S -3.7568 -0.1229 -6.5760
C -5.0774 -3.2995 -0.9666
O -3.7819 -2.7529 -1.0418
H -5.8387 -2.5171 -0.8691
H -5.1335 -3.9499 -0.0881
H -5.3092 -3.8886 -1.8602
H -3.8559 -2.0508 -1.7591

Results
Net charge ... -2
E_LUMO ... 3.478 eV
Energy above the lowest of the compared OMol25 structures with the same formula, charge and spin ... 7.9 kcal/mol
Kohn-Sham gap ... 3.77 eV
HOMO level ... -0.29 eV
Max |F| ... 0.459 eV Å⁻¹

(2)
Here is a molecular structure, C27H28BrN3ORuS2 at a distorted geometry from the OMol25 dataset. Energies are from wB97M-V/def2-TZVPD.

Geometry (Å):
Ru -0.1521 0.1058 0.0476
C 4.9894 5.6878 1.4656
C 5.0246 4.8355 0.1899
C 6.2593 3.9361 0.2398
C 5.1381 5.7521 -1.0360
C 3.7328 4.0260 0.0880
C 3.7182 2.6395 -0.0004
C 2.4961 2.0130 -0.1089
Br 2.4525 0.1008 -0.2837
C 1.2606 2.6642 -0.1405
O 0.1213 1.9612 -0.2797
C 1.2607 4.0674 -0.0504
C 2.5038 4.6829 0.0596
C 0.0212 4.9740 -0.0807
C -1.3252 4.2444 -0.1287
C 0.1084 5.8663 -1.3296
C 0.0177 5.8543 1.1790
H 5.9140 6.2602 1.5558
H 4.8902 5.0601 2.3531
H 4.1614 6.3974 1.4571
H 7.1542 4.5545 0.3137
H 6.3567 3.3288 -0.6623
H 6.2444 3.2745 1.1085
H 6.0643 6.3269 -0.9878
H 4.3097 6.4597 -1.0880
H 5.1451 5.1704 -1.9592
H 4.6271 2.0572 0.0094
H 2.5158 5.7625 0.1225
H -1.4394 3.6383 -1.0243
H -2.1162 4.9960 -0.1238
H -1.4769 3.6032 0.7419
H 0.1267 5.2619 -2.2380
H 1.0002 6.4931 -1.3232
H -0.7615 6.5232 -1.3756
H -0.0160 5.2414 2.0827
H -0.8631 6.4980 1.1729
H 0.8949 6.4976 1.2439
S -2.4773 -0.4489 -0.0025
C -1.7311 -2.0042 -0.0364
N -0.4200 -1.9617 -0.1174
C 0.1571 -3.2270 -0.0434
C 1.5117 -3.5406 -0.0853
C 1.8816 -4.8696 -0.0014
C 0.9230 -5.8784 0.1159
C -0.4257 -5.5768 0.1526
C -0.7997 -4.2413 0.0771
S -2.4133 -3.5720 0.1188
H 2.2576 -2.7644 -0.1941
H 2.9295 -5.1340 -0.0369
H 1.2386 -6.9106 0.1765
H -1.1674 -6.3591 0.2383
N 0.5671 0.1885 7.3562
C 0.4567 0.1641 6.2144
C 0.3216 0.1322 4.7841
C -0.2665 1.1960 4.1096
C -0.3854 1.1252 2.7383
N 0.0593 0.0658 2.0449
C 0.6291 -0.9615 2.6897
C 0.7763 -0.9643 4.0608
H -0.6301 2.0631 4.6410
H -0.8388 1.9210 2.1639
H 0.9714 -1.7890 2.0855
H 1.2385 -1.8066 4.5542

Results
Net charge ... +1
Spin multiplicity ... 2
E_LUMO (alpha / beta) ... -4.139 / -4.737 eV
Energy above the lowest of the compared OMol25 structures with the same formula, charge and spin ... 3.7 kcal/mol
Kohn-Sham gap (alpha / beta) ... 7.08 / 6.49 eV
Expectation value of S² ... 0.757
HOMO level (alpha / beta) ... -11.22 / -11.23 eV
Max |F| ... 1.143 eV Å⁻¹

(3)
Here is a molecular structure, C27H28Cl2HfN4O2 at a distorted geometry from the OMol25 dataset. Energies are from wB97M-V/def2-TZVPD.

Geometry (Å):
Hf -0.6211 -0.2798 0.9860
C -0.1010 2.7038 2.1850
N -0.7722 2.0754 1.0224
C -2.1551 2.5884 0.9380
C -0.0155 2.4814 -0.1782
C -0.0767 3.7542 -0.7258
C 0.6661 4.0666 -1.8528
C 1.4044 3.0840 -2.4885
C 1.4763 1.8140 -1.9491
C 0.8414 1.5184 -0.7385
N 0.9892 0.3280 -0.0160
C 2.2652 -0.1668 0.2558
C 3.4603 0.2216 -0.3665
C 4.6718 -0.3204 0.0107
C 4.7458 -1.2406 1.0409
C 3.5881 -1.5981 1.7030
C 2.3609 -1.0706 1.3270
N 1.1351 -1.3905 2.0665
C 1.2271 -0.8017 3.4217
C 1.0390 -2.8620 2.1773
H -0.0875 3.7933 2.0742
H 0.9377 2.3688 2.2476
H -0.6218 2.4757 3.1164
H -2.1888 3.6789 0.8602
H -2.7066 2.3132 1.8361
H -2.6513 2.1723 0.0579
H -0.6701 4.5322 -0.2753
H 0.6535 5.0711 -2.2383
H 1.9461 3.3105 -3.3928
H 2.0159 1.0402 -2.4686
H 3.4611 0.9809 -1.1279
H 5.5673 -0.0033 -0.4966
H 5.6901 -1.6626 1.3371
H 3.6686 -2.2793 2.5331
H 2.1994 -1.0281 3.8707
H 0.4529 -1.2140 4.0735
H 1.1358 0.2896 3.3735
H 1.8875 -3.2805 2.7224
H 1.0344 -3.2960 1.1742
H 0.1387 -3.1601 2.7147
Cl -1.8980 0.2200 3.4219
C -3.4769 -0.4238 2.9483
Cl -3.6002 -0.2029 1.1996
H -4.2738 0.1150 3.4664
H -3.4846 -1.4930 3.1707
O -1.9508 -4.0012 1.2669
C -1.6860 -2.8919 0.8874
O -1.4627 -1.8736 1.6739
C -1.6317 -2.5367 -0.5809
C -1.8403 -3.5321 -1.5384
C -1.8044 -3.1928 -2.8694
C -1.6508 -1.8391 -3.2243
C -1.6342 -1.3935 -4.5648
C -1.5273 -0.0607 -4.8576
C -1.4875 0.8878 -3.8202
C -1.5009 0.4943 -2.5072
C -1.5253 -0.8727 -2.1776
N -1.4560 -1.2473 -0.8680
H -2.0087 -4.5380 -1.1914
H -1.9307 -3.9393 -3.6386
H -1.7132 -2.1255 -5.3536
H -1.4965 0.2745 -5.8842
H -1.4506 1.9388 -4.0619
H -1.5007 1.2254 -1.7077

Results
Net charge ... +2
E_LUMO ... -6.641 eV
Energy above the lowest of the compared OMol25 structures with the same formula, charge and spin ... 4.8 kcal/mol
Kohn-Sham gap ... 6.95 eV
HOMO level ... -13.59 eV
Max |F| ... 2.116 eV Å⁻¹

(4)
Here is a molecular structure, C27H28ClN4S5Ti at a distorted geometry from the OMol25 dataset. Energies are from wB97M-V/def2-TZVPD.

Geometry (Å):
Ti 0.1807 -0.5177 -0.2989
C 3.3403 -2.2861 1.5554
C 3.9716 -2.3677 0.1698
S 2.6963 -2.8212 -1.0122
C 3.3421 -2.2000 -2.5675
C 3.6497 -0.7094 -2.6280
S 2.3481 0.3806 -1.9951
C 3.4007 1.6920 -1.3318
C 2.6058 2.7445 -0.5785
S 1.5557 2.1802 0.7711
C 2.7263 1.7849 2.0787
C 3.4112 0.4290 1.9773
S 2.2038 -0.9001 1.7785
H 4.1130 -2.1959 2.3206
H 2.7818 -3.1942 1.7883
H 4.7663 -3.1154 0.1797
H 4.4221 -1.4075 -0.0862
H 2.5942 -2.4725 -3.3136
H 4.2542 -2.7363 -2.8357
H 3.8410 -0.4340 -3.6653
H 4.5607 -0.4896 -2.0697
H 3.9241 2.1701 -2.1617
H 4.1575 1.2398 -0.6902
H 1.9255 3.2647 -1.2559
H 3.2934 3.5007 -0.1941
H 2.1428 1.8301 3.0002
H 3.4779 2.5738 2.1476
H 3.9572 0.2325 2.9019
H 4.1287 0.4082 1.1585
S -5.4847 3.8474 2.0890
N -4.5843 3.9504 0.7536
C -3.6986 2.9702 0.8236
C -2.6609 2.7004 -0.1680
C -2.4743 3.4593 -1.2951
C -1.4719 3.0673 -2.2001
C -0.7209 1.9581 -1.9280
N -0.8585 1.2048 -0.8042
C -1.8428 1.5712 0.0668
C -1.9661 0.7719 1.2369
N -1.0701 -0.2518 1.3644
C -1.1550 -0.9952 2.5021
C -2.0892 -0.7991 3.4788
C -3.0310 0.2333 3.3311
C -2.9615 1.0197 2.2094
C -3.8527 2.1499 1.9632
N -4.8541 2.5153 2.7464
H -3.0994 4.3222 -1.4784
H -1.3007 3.6119 -3.1174
H 0.0268 1.6149 -2.6310
H -0.4250 -1.7870 2.5898
H -2.0885 -1.4397 4.3485
H -3.7910 0.4217 4.0771
Cl -0.3546 -3.2615 0.2195
C -1.9751 -2.8600 -0.3921
C -3.0810 -3.3946 0.2327
C -4.3329 -3.0076 -0.2240
C -4.4318 -2.1041 -1.2745
C -3.2934 -1.5969 -1.8816
C -2.0125 -1.9694 -1.4608
C -0.7627 -1.3960 -2.0300
H -2.9669 -4.0844 1.0573
H -5.2242 -3.4068 0.2402
H -5.4069 -1.7973 -1.6294
H -3.3836 -0.8985 -2.7049
H -0.9800 -0.7220 -2.8584
H -0.1123 -2.2014 -2.3959

Results
Net charge ... +1
Spin multiplicity ... 3
E_LUMO (alpha / beta) ... -2.690 / -2.995 eV
Energy above the lowest of the compared OMol25 structures with the same formula, charge and spin ... 0.0 kcal/mol
Kohn-Sham gap (alpha / beta) ... 5.54 / 7.34 eV
Expectation value of S² ... 2.025
HOMO level (alpha / beta) ... -8.23 / -10.34 eV
Max |F| ... 1.157 eV Å⁻¹

(5)
Here is 4 unconnected molecules or ions with the total composition C27H28F3NO3 from the OMol25 dataset. Energies are from wB97M-V/def2-TZVPD.

Geometry (Å):
C 2.4111 2.7472 -0.5698
C 3.2154 1.4483 -0.5600
N 3.3692 0.8347 0.7736
C 3.8555 1.6587 1.7737
C 5.0961 2.1368 1.9926
C 6.3662 1.9184 1.2367
C 6.8065 3.1426 0.4070
C 6.9550 2.9173 -1.0948
F 6.5029 1.7182 -1.5151
F 6.2840 3.8495 -1.8025
F 8.2417 2.9923 -1.4856
C 5.0350 2.9394 3.2277
O 5.9124 3.4612 3.8379
O 3.7081 2.9846 3.6765
C 2.9736 2.1626 2.8738
O 1.8261 1.8860 3.0619
H 1.5409 2.6592 0.0871
H 2.0800 2.9878 -1.5792
H 3.0046 3.5917 -0.2065
H 4.2070 1.6095 -0.9791
H 2.7176 0.7134 -1.1943
H 2.4939 0.4142 1.0679
H 6.2499 1.0197 0.6331
H 7.1449 1.7100 1.9749
H 6.1251 3.9832 0.5441
H 7.7820 3.4861 0.7525
C -1.0414 -2.9399 3.0486
C -2.1988 -2.6859 2.3256
C -2.4428 -1.4116 1.8317
C -1.5303 -0.3915 2.0625
C -0.3732 -0.6422 2.7883
C -0.1299 -1.9184 3.2793
H -0.8506 -3.9336 3.4332
H -2.9130 -3.4806 2.1496
H -3.3460 -1.2136 1.2672
H -1.7223 0.6034 1.6796
H 0.3350 0.1543 2.9710
H 0.7713 -2.1163 3.8458
C -6.4097 -0.1776 -1.3905
C -5.0632 -0.2884 -1.0737
C -4.3331 0.8431 -0.7415
C -4.9455 2.0883 -0.7215
C -6.2912 2.2000 -1.0425
C -7.0225 1.0679 -1.3770
H -6.9800 -1.0608 -1.6474
H -4.5775 -1.2565 -1.0858
H -3.2823 0.7501 -0.4944
H -4.3760 2.9696 -0.4555
H -6.7714 3.1699 -1.0305
H -8.0722 1.1566 -1.6254
C -3.4855 -4.5719 -4.2535
C -3.0304 -3.3346 -3.8198
C -2.7386 -3.1360 -2.4776
C -2.9031 -4.1718 -1.5683
C -3.3608 -5.4082 -2.0024
C -3.6512 -5.6082 -3.3449
H -3.7114 -4.7288 -5.3003
H -2.9054 -2.5246 -4.5267
H -2.3821 -2.1717 -2.1369
H -2.6714 -4.0142 -0.5221
H -3.4904 -6.2166 -1.2944
H -4.0072 -6.5726 -3.6836

Results
E_LUMO ... -0.814 eV
Kohn-Sham gap ... 8.61 eV
HOMO level ... -9.42 eV
Max |F| ... 0.577 eV Å⁻¹
SMILES ... CCNC1=C(CCC(F)(F)F)C(=O)OC1=O.c1ccccc1.c1ccccc1.c1ccccc1

(6)
Here is a molecular structure, C27H28N2O3P2S2Tc at a distorted geometry from the OMol25 dataset. Energies are from wB97M-V/def2-TZVPD.

Geometry (Å):
C -1.4335 3.4308 -3.5590
C -1.2068 2.1119 -3.1846
C 0.0844 1.5389 -3.3935
C 1.1457 2.3492 -3.9380
C 0.8595 3.6903 -4.3047
C -0.4048 4.2144 -4.1158
C 2.4028 1.7487 -4.0583
C 2.5932 0.3784 -3.8450
C 1.4745 -0.3616 -3.3195
C 1.5849 -1.7682 -3.1050
C 2.7860 -2.4064 -3.3790
C 3.8853 -1.6877 -3.8859
C 3.7951 -0.3265 -4.1219
H -2.4250 3.8565 -3.4060
H 1.6698 4.2792 -4.7366
H -0.6150 5.2467 -4.3932
H 3.2407 2.3422 -4.4166
H 2.8624 -3.4781 -3.1945
H 4.8153 -2.2187 -4.0921
H 4.6354 0.2436 -4.5220
N 0.3157 0.2598 -3.0049
Tc -0.1300 -0.2387 0.2757
C -2.2648 1.2455 -2.5463
H -2.2847 0.2545 -3.0253
H -3.2571 1.7164 -2.6293
C 0.3589 -2.4955 -2.6122
H -0.5338 -2.1134 -3.1294
H 0.4542 -3.5768 -2.7807
P -1.8833 0.9384 -0.7504
P 0.0246 -2.2219 -0.8041
C 1.3334 -3.2271 -0.0275
H 1.2657 -3.0878 1.0603
H 1.1653 -4.2818 -0.2764
H 2.3210 -2.9045 -0.3823
C -1.4143 -3.3410 -0.6925
H -1.1863 -4.2563 -1.2539
H -1.5991 -3.5819 0.3613
H -2.2956 -2.8473 -1.1212
C -2.0094 2.5859 0.0029
H -3.0250 2.9863 -0.1086
H -1.7545 2.4821 1.0625
H -1.2870 3.2614 -0.4625
C -3.5184 0.2238 -0.3456
H -3.6307 0.1683 0.7417
H -4.3122 0.8452 -0.7834
H -3.5855 -0.7907 -0.7536
C 1.7708 -0.0441 0.1848
O 2.9272 0.0806 0.0684
H 0.1247 0.9767 -0.8916
O 0.7806 2.1186 3.3653
S 1.0098 0.7011 3.4773
O 2.3234 0.1495 3.2931
N -0.0852 -0.1199 2.3817
C -1.0349 -0.8419 3.0156
S -2.0909 -1.6268 1.9858
C -0.9141 -0.8185 4.4417
C -1.6908 -1.5040 5.3810
C -1.3451 -1.4292 6.7344
C -0.2629 -0.6197 7.1388
C 0.4983 0.0959 6.1992
C 0.1655 -0.0305 4.8541
H -2.5335 -2.0697 4.9898
H -1.9122 -1.9951 7.4769
H -0.0071 -0.5304 8.2006
H 1.3304 0.7471 6.4679

Results
Net charge ... +2
Spin multiplicity ... 4
E_LUMO (alpha / beta) ... -7.447 / -9.756 eV
Kohn-Sham gap (alpha / beta) ... 5.62 / 4.37 eV
Expectation value of S² ... 3.804
HOMO level (alpha / beta) ... -13.07 / -14.13 eV
Max |F| ... 4.458 eV Å⁻¹

- max |F| of number 2 (C27H28BrN3ORuS2)?
  1.143 eV Å⁻¹